No. 1
This record from the OMol25 dataset describes a cluster of 9 separate species, C36H99N9O9 in total at a distorted geometry. The level of theory is the ωB97M-V functional and the def2-TZVPD basis.

Structure (XYZ):
```
153
Properties=species:S:1:pos:R:3:mulliken_charge:R:1
C -0.71 8.20 -1.62 -1.266
C -1.57 7.63 -0.47 0.365
C -1.79 6.15 -0.48 -0.293
O -2.44 5.69 -1.73 -0.427
C -3.03 4.42 -1.54 -0.210
N -1.15 7.84 0.95 -0.639
H 0.35 8.08 -1.47 0.299
H -0.86 9.29 -1.76 0.379
H -1.02 7.65 -2.52 0.232
H -2.59 8.06 -0.59 0.263
H -2.36 5.78 0.42 0.281
H -0.89 5.58 -0.39 0.053
H -3.74 4.21 -2.32 0.441
H -3.54 4.43 -0.57 0.123
H -2.27 3.62 -1.53 -0.020
H -1.02 8.82 1.06 0.260
H -0.28 7.38 1.17 0.218
C 3.46 -1.21 -0.39 -0.627
C 3.62 0.33 -0.36 0.817
C 5.09 0.67 -0.73 -0.653
O 5.89 0.38 0.41 -0.318
C 7.24 0.79 0.22 -0.776
N 2.68 0.94 -1.31 1.097
H 4.41 -1.68 -0.11 0.666
H 3.32 -1.50 -1.46 0.113
H 2.67 -1.64 0.20 -0.445
H 3.43 0.68 0.68 0.092
H 5.13 1.80 -0.85 0.441
H 5.40 0.16 -1.63 0.245
H 7.39 1.82 -0.08 0.314
H 7.84 0.18 -0.46 0.293
H 7.69 0.66 1.21 0.257
H 2.85 0.64 -2.25 -0.398
H 1.71 0.76 -1.04 -0.810
C 3.09 -3.62 -5.92 -1.356
C 4.25 -2.67 -5.58 0.311
C 4.04 -1.93 -4.25 -0.163
O 3.30 -0.76 -4.30 -0.432
C 1.96 -0.96 -4.25 -0.661
N 5.53 -3.39 -5.60 -0.674
H 2.05 -3.30 -5.97 0.333
H 3.09 -4.43 -5.18 0.298
H 3.39 -4.09 -6.88 0.327
H 4.23 -1.91 -6.37 0.323
H 5.02 -1.53 -3.91 0.054
H 3.60 -2.57 -3.49 0.179
H 1.71 -1.73 -3.51 0.401
H 1.52 -1.28 -5.22 0.321
H 1.43 -0.03 -4.02 0.138
H 6.36 -2.82 -5.50 0.268
H 5.57 -4.11 -4.91 0.243
C -6.17 2.21 1.33 -1.377
C -5.04 1.14 1.38 0.638
C -3.99 1.59 2.43 -0.199
O -3.30 2.72 1.83 0.162
C -2.51 3.49 2.69 -0.611
N -5.50 -0.22 1.78 -0.672
H -5.58 3.15 1.32 0.228
H -6.77 2.16 2.24 0.359
H -6.70 2.10 0.40 0.450
H -4.57 1.13 0.39 0.015
H -3.32 0.72 2.63 -0.460
H -4.42 1.91 3.37 0.604
H -1.87 2.85 3.30 0.101
H -3.15 4.08 3.34 0.319
H -1.87 4.12 2.06 -0.011
H -4.82 -0.99 1.73 0.211
H -6.26 -0.51 1.17 0.277
C -2.78 -3.55 3.91 -1.286
C -3.14 -4.35 2.68 1.090
C -3.54 -5.73 3.10 -1.130
O -4.04 -6.53 2.06 -0.331
C -4.13 -7.88 2.36 -0.779
N -4.20 -3.66 1.99 -0.466
H -3.68 -3.52 4.52 0.509
H -2.56 -2.51 3.56 -0.017
H -1.93 -3.96 4.42 0.479
H -2.31 -4.45 1.98 -0.244
H -4.35 -5.66 3.83 0.445
H -2.63 -6.24 3.51 0.355
H -4.61 -8.38 1.53 0.257
H -4.76 -7.96 3.28 0.314
H -3.13 -8.34 2.44 0.302
H -4.70 -4.22 1.31 0.200
H -4.90 -3.35 2.64 0.324
C 3.63 3.70 -3.40 -1.277
C 2.72 4.63 -2.52 0.514
C 1.25 4.53 -2.92 0.571
O 1.03 4.95 -4.25 -0.498
C 1.22 6.33 -4.55 -0.441
N 2.96 4.29 -1.09 -0.683
H 3.30 2.70 -3.39 0.062
H 4.58 3.84 -2.93 0.395
H 3.61 4.12 -4.38 0.439
H 3.04 5.69 -2.61 0.324
H 0.64 5.09 -2.19 -0.218
H 0.80 3.53 -2.86 -0.112
H 0.46 6.98 -4.10 0.023
H 1.15 6.36 -5.64 0.285
H 2.23 6.66 -4.22 0.277
H 2.78 3.29 -0.92 0.019
H 2.40 4.81 -0.41 0.260
C 1.66 -0.33 3.49 -1.326
C 0.70 0.60 4.21 1.212
C -0.56 -0.19 4.56 0.032
O -1.63 0.70 4.95 -0.300
C -2.68 0.00 5.70 -0.788
N 1.37 1.19 5.39 -0.739
H 1.12 -0.55 2.54 0.050
H 1.74 -1.30 3.98 0.494
H 2.63 0.08 3.25 0.454
H 0.39 1.46 3.55 -0.382
H -0.30 -0.89 5.42 0.286
H -0.96 -0.82 3.79 -0.334
H -2.41 -0.27 6.68 0.387
H -2.96 -0.90 5.17 0.199
H -3.51 0.71 5.72 0.262
H 0.74 1.59 6.06 0.251
H 1.93 0.49 5.93 0.276
C -0.43 -1.41 -1.54 -0.928
C -1.00 -1.46 -0.09 2.037
C -1.18 -0.02 0.43 -0.630
O 0.03 0.70 0.28 0.654
C -0.11 2.11 0.03 -0.123
N -2.20 -2.27 -0.06 -0.355
H 0.60 -1.03 -1.62 -0.431
H -1.03 -0.78 -2.20 0.440
H -0.49 -2.37 -2.05 0.678
H -0.26 -1.94 0.55 -1.327
H -1.45 -0.06 1.49 -0.856
H -1.95 0.54 -0.12 0.572
H -0.57 2.27 -0.96 0.001
H 0.89 2.43 0.08 0.205
H -0.72 2.55 0.84 -0.385
H -3.00 -1.76 -0.43 0.343
H -2.57 -2.50 0.86 -0.226
C 1.77 -4.20 0.81 -0.612
C 0.93 -5.46 0.58 0.961
C 0.23 -5.31 -0.74 -0.030
O -0.48 -6.41 -1.22 -0.507
C -1.80 -6.44 -0.64 -0.643
N 1.76 -6.65 0.65 -0.729
H 2.53 -4.07 0.06 0.445
H 2.22 -4.34 1.78 0.341
H 1.14 -3.31 0.80 -0.444
H 0.14 -5.59 1.37 -0.351
H 1.07 -5.12 -1.43 0.259
H -0.44 -4.45 -0.77 -0.049
H -1.70 -6.57 0.45 0.188
H -2.31 -7.30 -1.07 0.339
H -2.33 -5.56 -0.88 0.318
H 1.26 -7.51 0.40 0.253
H 2.58 -6.59 0.06 0.283
```

Calculated values
Frontier orbital gap in eV: 9.08
ΔE to the lowest compared entry with this formula, charge and spin in kJ/mol: 206.5
Structure (SMILES): COC[C@H](C)N.COC[C@H](C)N.COC[C@H](C)N.COC[C@H](C)N.COC[C@H](C)N.COC[C@H](C)N.COC[C@H](C)N.COC[C@H](C)N.COC[C@H](C)N

No. 2
This record from the OMol25 dataset describes a cluster of 6 separate species, C16H44O24P4S2 in total at a distorted geometry. The level of theory is the ωB97M-V functional and the def2-TZVPD basis.

Structure (XYZ):
```
90
Properties=species:S:1:pos:R:3:mulliken_charge:R:1
C -1.72 -0.93 1.41 -0.020
O -2.72 -1.23 2.39 -0.291
P -2.80 -2.70 3.04 0.775
O -3.24 -3.76 2.11 -0.735
O -1.35 -2.85 3.69 0.073
C -0.75 -4.10 3.98 -0.825
O -3.72 -2.35 4.29 -0.257
C -4.30 -3.31 5.13 -0.717
H -2.25 -1.04 0.46 0.113
H -0.98 -1.73 1.30 0.200
H -1.21 0.02 1.48 -0.052
H 0.30 -4.00 3.72 0.230
H -1.12 -4.96 3.41 0.361
H -0.87 -4.40 5.02 0.314
H -5.02 -2.94 5.86 0.272
H -3.57 -3.72 5.84 0.255
H -4.70 -4.15 4.57 0.339
C -2.01 -1.12 -3.06 -0.422
O -3.07 -0.92 -4.03 -0.303
P -3.99 -2.10 -4.48 0.907
O -3.30 -3.32 -4.93 -0.667
O -4.90 -1.42 -5.59 -0.374
C -5.95 -2.21 -6.12 -0.726
O -5.08 -2.38 -3.31 -0.331
C -4.56 -2.79 -2.05 -0.720
H -1.23 -0.55 -3.57 0.190
H -1.73 -2.14 -2.85 0.406
H -2.15 -0.52 -2.16 0.190
H -6.93 -1.78 -5.93 0.272
H -5.94 -3.24 -5.74 0.336
H -5.81 -2.41 -7.19 0.289
H -5.21 -3.53 -1.59 0.352
H -4.40 -1.95 -1.38 0.252
H -3.64 -3.39 -2.11 0.339
C 1.83 0.61 -3.78 -0.646
O 1.69 1.67 -2.83 -0.344
P 1.27 1.48 -1.31 1.102
O -0.19 1.49 -1.11 -0.637
O 2.01 2.65 -0.50 -0.266
C 2.45 3.85 -1.14 -0.611
O 2.00 0.08 -0.93 -0.321
C 2.31 -0.18 0.43 -0.636
H 1.38 -0.36 -3.53 0.233
H 2.87 0.37 -3.98 0.293
H 1.28 0.96 -4.65 0.342
H 3.48 4.08 -0.84 0.272
H 1.90 4.71 -0.76 0.189
H 2.35 3.75 -2.22 0.330
H 2.19 0.71 1.06 0.269
H 3.31 -0.56 0.60 0.293
H 1.66 -0.92 0.90 0.212
C 0.52 6.14 4.61 -0.514
O -0.75 5.96 3.98 -0.310
P -0.75 4.92 2.76 1.051
O 0.37 5.00 1.84 -0.614
O -0.95 3.46 3.42 -0.300
C -0.90 2.32 2.54 -0.754
O -2.15 5.22 2.04 -0.335
C -3.36 5.30 2.72 -0.718
H 0.42 6.63 5.58 0.259
H 1.23 6.66 3.97 0.277
H 0.95 5.16 4.84 0.127
H -0.57 2.56 1.53 0.509
H -1.80 1.73 2.67 0.262
H -0.09 1.66 2.89 0.159
H -4.10 5.87 2.15 0.298
H -3.34 5.93 3.63 0.290
H -3.88 4.40 3.04 0.277
C 6.67 -2.48 -7.27 -0.295
C 5.41 -3.33 -7.23 -0.273
O 4.50 -2.59 -6.47 -0.308
S 4.70 -0.99 -6.61 1.103
O 4.62 -0.44 -5.28 -0.500
O 3.88 -0.48 -7.65 -0.544
O 6.26 -1.11 -7.18 -0.342
H 7.33 -2.61 -8.11 0.299
H 7.23 -2.67 -6.35 0.262
H 5.60 -4.26 -6.69 0.263
H 4.99 -3.59 -8.21 0.286
C 3.06 1.62 5.32 -0.257
C 3.61 0.42 6.10 -0.477
O 2.92 -0.72 5.55 -0.329
S 2.59 -0.51 4.02 1.074
O 1.29 -1.02 3.70 -0.326
O 3.70 -0.88 3.17 -0.610
O 2.66 1.10 4.07 -0.286
H 3.86 2.33 5.09 0.256
H 2.21 2.06 5.84 0.293
H 3.55 0.51 7.18 0.326
H 4.64 0.26 5.78 0.320
```

Calculated values
Frontier orbital gap in eV: 10.14
ΔE to the lowest compared entry with this formula, charge and spin in kJ/mol: 0.0
Structure (SMILES): COP(=O)(OC)OC.COP(=O)(OC)OC.COP(=O)(OC)OC.COP(=O)(OC)OC.O=S1(=O)OCCO1.O=S1(=O)OCCO1

No. 3
This record from the OMol25 dataset describes an isolated molecule of C6H4O2S2 at a distorted geometry. The level of theory is the ωB97M-V functional and the def2-TZVPD basis.

Structure (XYZ):
```
14
Properties=species:S:1:pos:R:3:mulliken_charge:R:1
O 2.91 -1.51 -1.63 -0.484
O 0.80 -2.01 -0.50 -0.380
S 0.77 0.13 -2.54 -0.187
C -0.88 0.36 1.65 -0.259
C -1.11 1.44 0.79 -0.680
C -0.26 -0.81 1.23 -0.641
C -0.54 1.39 -0.50 -0.375
C 0.19 -0.87 -0.08 0.426
C 0.07 0.24 -0.94 0.706
S 1.51 -1.76 -2.00 0.511
H -1.17 0.44 2.70 0.324
H -1.63 2.35 1.11 0.347
H -0.07 -1.64 1.92 0.368
H -0.60 2.23 -1.22 0.324
```

Calculated values
Frontier orbital gap in eV: 8.89
ΔE to the lowest compared entry with this formula, charge and spin in kJ/mol: 0.0

No. 4
This record from the OMol25 dataset describes a structure of composition C15H33BrGaO15S. The level of theory is the ωB97M-V functional and the def2-TZVPD basis.

Structure (XYZ):
```
66
Properties=species:S:1:pos:R:3:mulliken_charge:R:1
S 5.35 5.62 6.51 -0.491
Ga 7.38 5.60 5.38 0.423
Br 6.83 6.50 3.18 -0.547
H 5.43 4.34 6.90 0.066
H 8.38 6.64 6.03 -0.206
H 7.89 4.12 5.17 -0.211
C 4.68 3.43 3.57 -0.541
O 3.78 2.35 3.21 -0.292
C 4.34 1.18 2.99 0.650
O 5.51 0.90 3.04 -0.569
O 3.36 0.30 2.69 -0.180
C 3.81 -1.03 2.44 -0.709
H 4.06 4.30 3.71 0.283
H 5.20 3.19 4.49 0.203
H 5.41 3.59 2.78 0.305
H 4.32 -1.43 3.31 0.318
H 4.50 -1.05 1.59 0.320
H 2.91 -1.60 2.22 0.171
C -3.43 -1.34 1.51 -0.543
O -2.81 -0.17 2.06 -0.308
C -1.51 -0.32 2.34 0.840
O -0.88 -1.34 2.17 -0.588
O -1.04 0.82 2.82 -0.370
C 0.36 0.80 3.15 -0.543
H -4.47 -1.06 1.35 0.192
H -2.96 -1.63 0.58 0.202
H -3.37 -2.17 2.21 0.326
H 0.95 0.60 2.26 0.228
H 0.56 0.04 3.90 0.328
H 0.58 1.79 3.53 0.249
C -0.07 -1.06 -1.01 -0.671
O -0.82 -1.93 -1.88 -0.368
C -1.05 -1.44 -3.09 0.821
O -0.69 -0.36 -3.50 -0.560
O -1.76 -2.33 -3.78 -0.342
C -2.08 -1.91 -5.11 -0.427
H 0.02 -1.60 -0.07 0.191
H 0.90 -0.84 -1.44 0.454
H -0.61 -0.12 -0.86 0.287
H -1.18 -1.72 -5.68 0.102
H -2.68 -1.00 -5.09 0.291
H -2.65 -2.73 -5.55 0.219
C -9.39 -0.67 2.64 -0.621
O -8.75 0.49 3.19 -0.334
C -7.45 0.31 3.47 0.831
O -6.83 -0.71 3.30 -0.551
O -6.97 1.45 3.97 -0.331
C -5.58 1.40 4.31 -0.510
H -10.42 -0.37 2.47 0.213
H -8.91 -0.96 1.70 0.294
H -9.34 -1.50 3.33 0.289
H -4.97 1.18 3.43 0.207
H -5.40 0.64 5.07 0.286
H -5.35 2.39 4.69 0.227
C 2.13 -3.83 -10.34 -0.630
O 1.44 -3.10 -9.32 -0.312
C 2.23 -2.47 -8.46 0.774
O 3.44 -2.47 -8.49 -0.543
O 1.47 -1.83 -7.58 -0.257
C 2.20 -1.10 -6.58 -0.649
H 1.36 -4.29 -10.95 0.209
H 2.75 -3.16 -10.94 0.294
H 2.77 -4.59 -9.89 0.294
H 2.81 -0.33 -7.05 0.302
H 2.85 -1.77 -6.02 0.329
H 1.45 -0.66 -5.94 0.184
```

Calculated values
Frontier orbital gap in eV: 6.78
Net charge: -1

No. 5
This record from the OMol25 dataset describes the ion C3H9N2 with charge +1 at a distorted geometry. The level of theory is the ωB97M-V functional and the def2-TZVPD basis.

Structure (XYZ):
```
14
Properties=species:S:1:pos:R:3:mulliken_charge:R:1
C -0.70 1.37 0.22 -1.088
C 0.19 0.19 -0.04 0.443
C -0.15 -1.10 -0.11 -0.458
N -1.44 -1.36 -0.56 -0.485
N 1.69 0.36 0.33 -0.325
H -1.52 0.93 0.79 0.321
H -0.18 2.20 0.69 0.428
H -1.12 1.66 -0.75 0.271
H 0.44 -2.00 0.07 0.274
H -1.52 -1.06 -1.52 0.240
H -1.83 -2.29 -0.50 0.260
H 1.93 1.30 0.63 0.359
H 1.89 -0.22 1.15 0.377
H 2.31 0.01 -0.39 0.383
```

Calculated values
Frontier orbital gap in eV: 9.66
Net charge: +1
ΔE to the lowest compared entry with this formula, charge and spin in kJ/mol: 148.2
Structure (SMILES): C/C([NH3+])=C\N

No. 6
This record from the OMol25 dataset describes a cluster of 2 separate species, C4H5NO in total at a distorted geometry. The level of theory is the ωB97M-V functional and the def2-TZVPD basis.

Structure (XYZ):
```
11
Properties=species:S:1:pos:R:3:mulliken_charge:R:1
C 0.39 -0.26 -1.93 -0.249
N 0.85 0.53 -1.05 -0.397
C 0.48 -0.90 1.56 0.835
O 1.37 -1.65 1.45 -0.388
C -0.55 -0.19 1.95 -0.492
C -1.33 0.77 1.45 -0.475
H 0.60 -0.19 -3.01 0.248
H -1.18 1.16 0.44 0.229
H -0.27 -1.07 -1.62 0.229
H 1.46 1.23 -1.49 0.202
H -2.15 1.20 2.03 0.260
```

Calculated values
Frontier orbital gap in eV: 8.54
ΔE to the lowest compared entry with this formula, charge and spin in kJ/mol: 320.2
Structure (SMILES): C=C=C=O.C=N

No. 7
This record from the OMol25 dataset describes the ion C6H11O5 with charge +1 at a distorted geometry. The level of theory is the ωB97M-V functional and the def2-TZVPD basis.

Structure (XYZ):
```
22
Properties=species:S:1:pos:R:3:mulliken_charge:R:1
C 1.48 0.89 1.99 0.082
C -1.15 -1.47 -0.25 -0.890
C -1.51 -0.16 0.51 -0.317
C -0.62 0.78 -0.36 -0.215
C 0.66 -0.03 -0.42 0.990
C 1.55 0.18 -1.62 -1.443
O 1.33 0.07 0.91 -0.244
O 0.25 -1.51 -0.39 -0.255
O -1.04 -0.22 1.79 -0.547
O -1.39 0.81 -1.58 -0.518
O 0.98 1.87 2.40 -0.391
H -1.46 -2.30 0.31 0.507
H 2.27 0.36 2.66 0.326
H -1.75 -1.34 -1.12 0.434
H -2.60 0.01 0.44 0.512
H -0.49 1.67 0.19 0.521
H 1.08 -0.44 -2.41 0.414
H 2.58 -0.27 -1.46 0.389
H 1.63 1.25 -1.85 0.308
H 0.39 -2.12 0.34 0.548
H -1.25 0.64 2.19 0.418
H -0.96 1.34 -2.26 0.371
```

Calculated values
Frontier orbital gap in eV: 11.39
Net charge: +1
ΔE to the lowest compared entry with this formula, charge and spin in kJ/mol: 149.5

No. 8
This record from the OMol25 dataset describes a structure of composition C5H13N at a distorted geometry. The level of theory is the ωB97M-V functional and the def2-TZVPD basis.

Structure (XYZ):
```
19
Properties=species:S:1:pos:R:3:mulliken_charge:R:1
C 2.40 -0.51 -0.48 -1.036
C 2.04 0.82 0.34 -0.607
C 0.90 0.61 1.28 -0.463
C -0.49 0.95 1.02 -0.576
N -1.21 0.56 -0.29 -0.470
C -1.11 -0.78 -0.39 -0.262
H 3.47 -0.71 -0.42 0.350
H 2.00 -0.44 -1.49 0.326
H 1.93 -1.38 -0.02 0.251
H 2.97 1.08 0.83 0.372
H 1.75 1.53 -0.43 0.260
H -1.13 0.49 1.79 0.386
H 1.08 0.11 2.22 0.308
H -6.14 -0.98 -1.60 0.050
H -0.78 2.01 1.16 0.293
H -5.51 -0.73 -1.91 -0.050
H -0.17 0.08 -0.72 0.223
H -0.51 -1.32 0.34 0.347
H -1.49 -1.37 -1.22 0.296
```

Calculated values
Frontier orbital gap in eV: 5.00
ΔE to the lowest compared entry with this formula, charge and spin in kJ/mol: 832.5

No. 9
This record from the OMol25 dataset describes an isolated molecule of C11H8N2O at a distorted geometry. The level of theory is the ωB97M-V functional and the def2-TZVPD basis.

Structure (XYZ):
```
22
Properties=species:S:1:pos:R:3:mulliken_spin:R:1
C -0.96 1.38 1.15 -0.116
C 3.02 3.28 1.77 0.304
C 0.21 1.19 0.46 0.487
C -0.25 -0.22 -0.54 -0.057
C 1.30 2.24 1.13 0.362
C 1.00 2.77 2.37 0.115
C -0.97 -2.12 -2.11 -0.002
C -1.02 -4.44 -2.76 0.000
C -1.15 2.07 2.39 0.525
C -0.43 -3.50 -2.05 0.006
C -0.23 -1.20 -1.27 0.085
N 2.62 2.48 0.84 -0.063
N -0.14 2.70 3.04 0.307
O 2.12 3.50 2.73 0.001
H -1.92 1.00 0.74 0.002
H 4.00 3.89 1.75 0.005
H -0.89 -1.67 -3.21 0.005
H -2.03 -2.01 -1.80 0.001
H -2.06 -4.13 -3.14 0.000
H -0.65 -5.35 -2.97 0.000
H -2.06 1.80 2.89 0.034
H 0.49 -3.67 -1.41 -0.001
```

Calculated values
Spin multiplicity: 3
Frontier orbital gap (spin up / spin down) in eV: 6.94 / 6.02
ΔE to the lowest compared entry with this formula, charge and spin in kJ/mol: 561.9

No. 10
This record from the OMol25 dataset describes a cluster of 2 separate species, C8H12NO in total at a distorted geometry. The level of theory is the ωB97M-V functional and the def2-TZVPD basis.

Structure (XYZ):
```
22
Properties=species:S:1:pos:R:3:mulliken_charge:R:1
C -3.96 -0.86 1.43 0.377
C -3.17 -0.90 0.52 -0.496
C -2.42 -1.00 -0.66 0.164
C 1.80 -0.60 1.23 -0.577
C 0.36 -0.71 0.87 -0.888
C 1.34 -0.28 -0.16 -0.065
C 0.51 2.03 -0.31 -1.191
C 1.46 1.13 -0.65 0.774
N 2.48 1.45 -1.42 -0.424
O -2.29 -2.08 -1.33 -0.279
H -4.58 -0.69 2.36 0.395
H 2.04 0.32 1.80 0.254
H 2.40 -1.43 1.64 0.310
H -0.08 -1.70 0.75 0.235
H -0.28 0.10 1.11 0.346
H 1.76 -1.06 -0.79 0.429
H 0.66 3.16 -0.46 0.215
H -1.69 -0.12 -0.83 0.351
H -0.33 1.88 0.38 0.208
H 3.28 0.84 -1.49 0.209
H -1.86 -1.84 -2.18 0.445
H 2.57 2.36 -1.80 0.210
```

Calculated values
Frontier orbital gap in eV: 4.01
Net charge: +1
ΔE to the lowest compared entry with this formula, charge and spin in kJ/mol: 481.4